Record 1
{"formula": "C33H34N5O4RuS4", "method": "ωB97M-V/def2-TZVPD", "elements": ["Ru", "S", "C", "S", "S", "C", "O", "C", "C", "C", "C", "C", "C", "N", "C", "N", "C", "C", "C", "C", "C", "C", "O", "C", "N", "C", "C", "C", "C", "C", "C", "O", "C", "H", "H", "H", "H", "H", "H", "H", "H", "H", "H", "H", "H", "H", "H", "H", "H", "H", "H", "H", "H", "H", "H", "S", "C", "N", "C", "C", "C", "C", "C", "C", "H", "H", "H", "H", "H", "C", "N", "C", "C", "O", "H", "H", "H", "H", "H", "H", "H"], "coordinates": [[1.012056, 1.037781, -1.094392], [5.578109, 0.721831, -1.326441], [3.940497, 0.824205, -1.312577], [2.983352, 1.553758, -0.057400], [2.834820, 0.234702, -2.507370], [-1.825966, -4.753853, 3.686748], [-1.167397, -3.587305, 3.228226], [-0.796333, -2.668492, 4.166668], [-1.033281, -2.789274, 5.525357], [-0.593511, -1.794320, 6.394607], [0.101472, -0.703263, 5.910862], [0.361965, -0.593558, 4.549341], [-0.104175, -1.554090, 3.664974], [0.124067, -1.523516, 2.278677], [0.201689, -0.426321, 1.458539], [-0.349915, 0.697518, 1.948788], [-0.282908, 2.030909, 1.477575], [0.285549, 2.406592, 0.262073], [0.369774, 3.797058, 0.049313], [-0.127345, 4.727288, 0.938984], [-0.742108, 4.317832, 2.119853], [-0.805961, 2.968206, 2.384927], [-1.303229, 2.443296, 3.563556], [-2.417611, 3.104048, 4.138547], [0.713213, -0.515363, 0.260267], [1.094979, -1.818699, -0.178610], [2.430935, -2.149728, -0.328240], [2.801544, -3.399896, -0.804950], [1.827205, -4.326687, -1.129789], [0.478712, -4.018423, -0.976002], [0.113571, -2.765516, -0.501023], [-1.186122, -2.376304, -0.302555], [-2.174123, -3.384940, -0.344949], [-2.035244, -5.351099, 2.803527], [-2.765165, -4.506132, 4.187115], [-1.189649, -5.324782, 4.366939], [-1.560459, -3.646631, 5.917179], [-0.789293, -1.891913, 7.454116], [0.462852, 0.061212, 6.584870], [0.939840, 0.240753, 4.174083], [0.262776, -2.416948, 1.834776], [-0.773956, 0.620481, 2.860730], [0.874865, 4.160120, -0.835702], [-0.025646, 5.785070, 0.729875], [-1.121194, 5.042039, 2.826586], [-2.183717, 4.131332, 4.419128], [-2.675699, 2.548043, 5.036705], [-3.264589, 3.104417, 3.447453], [3.173000, -1.402970, -0.076630], [3.849540, -3.635889, -0.928674], [2.106724, -5.302997, -1.504720], [-0.271893, -4.754472, -1.227064], [-3.102247, -2.918680, -0.021870], [-1.928230, -4.206864, 0.332202], [-2.300218, -3.780203, -1.357989], [-0.778113, 3.840566, -4.249469], [-0.529044, 2.772337, -2.933293], [0.692436, 2.563703, -2.570339], [1.569851, 3.346273, -3.338655], [2.946384, 3.466786, -3.139661], [3.650347, 4.299741, -3.979342], [3.010593, 5.014299, -5.003428], [1.648987, 4.929564, -5.187136], [0.931701, 4.092358, -4.329900], [-1.363646, 2.313698, -2.423704], [3.436917, 2.927735, -2.343725], [4.718604, 4.400888, -3.843635], [3.595167, 5.656851, -5.648994], [1.149442, 5.499928, -5.958661], [-0.893519, -2.051475, -4.327105], [-1.859278, -1.396223, -3.451943], [-3.279272, -1.579273, -3.673279], [-1.400911, -0.510492, -2.565804], [-0.202339, -0.260763, -2.455724], [-1.406043, -2.832178, -4.884487], [-0.092356, -2.487072, -3.731600], [-0.449022, -1.338343, -5.022860], [-3.510764, -2.641843, -3.748653], [-3.611863, -1.086023, -4.589511], [-3.834131, -1.167291, -2.831578], [-2.166018, -0.043118, -1.933752]], "atomic_forces_ev_per_a": [[-0.489, -0.649, -0.323], [-0.013, 0.016, -0.043], [-0.124, -0.178, 0.278], [0.659, 0.411, 0.169], [0.009, 0.024, -0.062], [0.023, 0.023, 0.005], [-0.034, -0.005, -0.006], [0.013, -0.029, 0.018], [0.002, 0.018, -0.013], [0.002, -0.008, 0.008], [-0.007, -0.002, -0.008], [0.010, 0.011, 0.001], [-0.078, -0.028, -0.065], [0.145, 0.072, 0.058], [-0.182, 0.031, 0.050], [0.126, 0.076, -0.069], [0.126, -0.191, 0.101], [-0.285, 0.083, -0.071], [-0.013, -0.029, -0.034], [-0.011, -0.006, 0.044], [-0.021, 0.004, -0.058], [0.015, -0.005, 0.066], [-0.038, 0.008, -0.034], [0.030, 0.008, 0.007], [0.196, -0.058, 0.047], [0.023, 0.061, -0.032], [0.014, -0.003, 0.005], [0.000, 0.006, 0.013], [-0.006, 0.001, -0.004], [0.032, 0.009, 0.001], [-0.071, -0.024, -0.045], [-0.011, 0.024, -0.020], [0.019, 0.022, -0.039], [0.005, -0.007, -0.002], [-0.005, -0.004, -0.001], [-0.005, -0.003, 0.003], [-0.003, 0.000, 0.002], [-0.001, 0.001, -0.003], [0.002, -0.002, -0.002], [0.008, -0.006, 0.011], [-0.002, 0.008, 0.020], [-0.036, 0.014, -0.019], [-0.017, 0.039, 0.026], [-0.002, -0.004, -0.005], [-0.006, 0.005, -0.013], [0.018, 0.003, 0.031], [-0.006, -0.025, -0.016], [0.011, 0.027, -0.009], [0.010, -0.035, 0.014], [-0.003, 0.001, 0.002], [-0.003, 0.003, 0.000], [0.001, -0.003, 0.000], [0.005, 0.007, -0.002], [-0.002, 0.001, 0.006], [-0.008, -0.008, -0.001], [-0.039, 0.031, -0.020], [-0.099, -0.119, 0.074], [0.356, 0.130, -0.169], [-0.098, -0.142, 0.249], [0.025, 0.017, -0.069], [-0.023, 0.027, -0.038], [0.075, 0.012, 0.024], [-0.078, -0.046, 0.049], [0.141, 0.115, -0.097], [0.004, 0.003, -0.024], [-0.040, 0.064, -0.022], [0.001, 0.004, -0.005], [-0.005, -0.006, -0.003], [-0.001, -0.004, 0.002], [-0.037, -0.006, 0.002], [0.010, 0.092, 0.018], [0.002, -0.042, 0.015], [0.033, -0.255, 0.035], [-0.272, 0.386, -0.015], [0.011, -0.007, 0.003], [0.007, 0.009, 0.007], [-0.011, 0.001, -0.004], [-0.005, -0.002, 0.020], [0.019, -0.011, -0.008], [0.000, 0.022, -0.015], [0.000, 0.023, 0.002]], "multiplicity": 2, "homo_energy_ev": [-6.7, -6.5], "e_tot_ev": -96336.9655}

Record 2
{"formula": "C7H10", "method": "ωB97M-V/def2-TZVPD", "elements": ["C", "C", "C", "C", "C", "C", "C", "H", "H", "H", "H", "H", "H", "H", "H", "H", "H"], "coordinates": [[0.080996, 1.418536, 0.382970], [1.410284, 0.958144, -0.239306], [1.548018, -0.414101, -0.735044], [0.226615, -0.956132, -1.208750], [-0.939778, -0.879960, -0.229163], [-0.594896, -1.103860, 1.218739], [-0.889991, 0.287690, 0.705513], [-0.438734, 2.073673, -0.328173], [0.300402, 2.014720, 1.272702], [1.567400, 1.377713, -1.264977], [2.293333, 1.305358, 0.308595], [-0.009584, -0.314633, -2.080349], [0.358051, -1.972336, -1.591001], [-1.899911, -1.235771, -0.604744], [0.410431, -1.449327, 1.454500], [-1.368779, -1.537375, 1.850608], [-1.840312, 0.669743, 1.061678]], "atomic_forces_ev_per_a": [[-0.002, -0.014, -0.010], [0.044, -0.370, 0.238], [-0.214, 0.111, -0.379], [0.137, -0.137, -0.032], [0.043, 0.059, -0.080], [0.114, -0.046, 0.108], [-0.148, 0.217, -0.081], [0.021, -0.006, 0.229], [-0.113, -0.016, -0.048], [-0.037, 0.005, 0.157], [-0.152, -0.124, -0.038], [0.097, -0.138, 0.024], [-0.125, 0.083, 0.037], [0.244, 0.075, 0.104], [-0.101, 0.227, -0.053], [0.237, 0.122, -0.080], [-0.045, -0.050, -0.096]], "homo_energy_ev": -8.0, "e_tot_ev": -7416.7881}

Record 3
{"formula": "C52H32Cl5F12FeN4O2P2Se2", "method": "ωB97M-V/def2-TZVPD", "elements": ["Fe", "C", "C", "C", "C", "C", "N", "C", "C", "C", "C", "C", "C", "C", "C", "O", "C", "F", "F", "F", "C", "F", "F", "F", "C", "C", "C", "O", "C", "F", "F", "F", "C", "F", "F", "F", "H", "H", "H", "H", "H", "H", "H", "H", "H", "H", "H", "H", "Cl", "C", "C", "C", "Cl", "C", "Cl", "C", "Cl", "C", "Cl", "Se", "P", "C", "C", "C", "C", "C", "C", "C", "C", "C", "C", "C", "C", "C", "C", "N", "N", "N", "P", "Se", "C", "C", "C", "C", "C", "C", "C", "C", "C", "C", "C", "C", "H", "H", "H", "H", "H", "H", "H", "H", "H", "H", "H", "H", "H", "H", "H", "H", "H", "H", "H", "H"], "coordinates": [[-0.776070, 0.567018, 1.684592], [0.538854, 7.508237, 2.442863], [-0.044401, 6.186176, 2.641430], [-0.146399, 5.560934, 3.903054], [-0.518817, 4.234356, 4.017587], [-0.941856, 3.471855, 2.860427], [-1.729367, 2.321847, 2.933963], [-2.732008, 2.084327, 3.873562], [-3.081105, 3.049941, 4.876322], [-3.669578, 2.681082, 6.091159], [-4.173980, 1.371610, 6.246812], [-4.622275, 0.767410, 7.523374], [-4.360974, 0.679330, 5.062916], [-3.414269, 0.825047, 4.034739], [-3.344177, -0.351899, 2.986448], [-2.097201, -0.570839, 2.531149], [-3.709726, -1.726782, 3.704223], [-3.381682, -2.793444, 2.991637], [-4.994530, -1.994203, 4.068103], [-2.883449, -1.872318, 4.834789], [-4.352084, -0.045714, 1.808841], [-4.765047, -1.210851, 1.243010], [-3.723833, 0.728489, 0.833974], [-5.547747, 0.558757, 2.152513], [-0.611843, 4.019692, 1.580559], [-0.319916, 5.362722, 1.519930], [-0.402697, 3.229392, 0.275275], [-0.355967, 1.877064, 0.290625], [1.089024, 3.646610, -0.331844], [2.149307, 3.509676, 0.507418], [1.314090, 2.816978, -1.429242], [1.163122, 4.878978, -0.824433], [-1.432112, 3.572538, -0.871216], [-1.621728, 4.907307, -0.995222], [-0.958859, 3.198700, -2.080055], [-2.609317, 3.022023, -0.503652], [0.968515, 7.901669, 3.348815], [1.393793, 7.465473, 1.766169], [-0.129076, 8.202707, 1.954573], [-0.113831, 6.209462, 4.759593], [-0.615485, 3.781879, 4.988783], [-2.876116, 4.070741, 4.686994], [-3.851866, 3.414748, 6.877005], [-4.066504, -0.053570, 7.906429], [-4.652127, 1.567355, 8.298700], [-5.575931, 0.289332, 7.490591], [-5.196157, 0.018403, 4.976229], [-0.288456, 5.822237, 0.497916], [1.728544, 1.873533, 2.938963], [1.414895, 0.273588, 3.586446], [0.546865, -0.550384, 2.915851], [0.478241, -1.875926, 3.300596], [-0.262767, -2.990433, 2.298005], [1.254677, -2.416758, 4.328344], [1.566464, -4.066962, 4.528906], [1.982198, -1.476868, 5.127310], [2.896778, -2.103791, 6.494064], [1.935369, -0.115015, 4.850035], [2.411469, 1.057131, 5.991626], [2.953635, 0.991816, -3.903085], [2.766551, -1.090646, -3.269275], [2.375630, -2.176620, -4.615476], [3.008732, -3.415225, -4.642216], [2.727927, -4.235666, -5.750864], [1.916860, -3.779236, -6.808094], [1.413220, -2.456646, -6.856453], [1.615993, -1.665665, -5.714001], [4.467967, -1.580904, -2.837602], [4.792325, -2.364296, -1.723497], [6.154487, -2.675694, -1.505751], [7.150535, -2.124077, -2.287406], [6.797491, -1.240476, -3.287324], [5.502374, -1.097139, -3.665267], [1.860475, -0.944820, -1.755180], [0.516434, -1.008358, -1.371871], [0.465749, -0.779248, -0.014837], [1.773506, -0.631180, 0.416888], [2.568183, -0.594145, -0.616861], [-0.802023, -1.640306, -2.370941], [-2.534165, -1.522361, -1.160612], [-0.178584, -3.342157, -2.457157], [0.242991, -3.922798, -1.240483], [0.412083, -5.311820, -1.170055], [-0.002389, -6.130776, -2.194115], [-0.534308, -5.572535, -3.384154], [-0.437554, -4.182797, -3.583784], [-1.072120, -0.669026, -3.870446], [-1.873355, -1.141863, -4.962535], [-2.395860, -0.214574, -5.884403], [-2.281505, 1.163667, -5.642983], [-1.549276, 1.586645, -4.567382], [-0.790673, 0.700972, -3.782536], [3.667154, -3.637113, -3.833371], [3.253918, -5.236419, -5.808549], [1.812775, -4.392841, -7.711316], [0.917329, -2.057594, -7.716747], [1.214065, -0.645373, -5.606294], [4.062661, -2.784620, -0.978916], [6.421082, -3.243348, -0.585694], [8.190651, -2.375745, -2.177048], [7.577344, -0.684086, -3.826551], [5.237269, -0.527820, -4.535097], [0.371306, -3.350504, -0.337700], [0.878951, -5.798264, -0.310860], [0.096687, -7.210829, -2.105812], [-0.727386, -6.228047, -4.241517], [-0.585504, -3.760666, -4.608217], [-2.031408, -2.224249, -5.178837], [-2.965953, -0.623155, -6.695114], [-2.736223, 1.825677, -6.375446], [-1.493895, 2.653811, -4.256274], [-0.073062, 0.998542, -3.028450]], "atomic_forces_ev_per_a": [[-0.638, 0.153, 0.006], [0.710, 0.861, -0.610], [-0.711, -2.698, -0.132], [-0.232, 0.408, -1.309], [-0.894, -0.439, -1.394], [-0.553, 0.406, 0.820], [0.581, -1.561, -0.976], [1.275, -0.336, 1.145], [-0.553, -0.999, 0.358], [0.120, -0.629, -0.768], [-0.664, 0.811, -0.515], [-0.672, 1.744, 1.070], [1.768, 0.160, -0.068], [-1.026, 0.312, -1.327], [-0.526, 1.223, 0.879], [0.152, 0.595, -0.953], [1.120, -1.076, 1.071], [0.183, 0.019, -0.953], [0.332, 0.905, 0.190], [-1.451, 0.715, -0.943], [-0.342, -0.112, -0.970], [0.498, 0.555, -0.236], [-1.349, -1.113, 1.727], [1.610, -0.093, -0.092], [-0.201, -0.317, 0.369], [0.650, 1.673, -0.313], [1.160, -0.106, -0.996], [-0.403, -0.706, 1.447], [-0.384, -1.792, -1.000], [-1.155, -0.106, -0.412], [0.391, 0.842, 1.693], [0.050, 0.730, -0.204], [0.927, 0.661, 1.480], [-0.576, 0.060, -0.131], [-1.453, -0.428, 0.517], [0.631, 0.220, -1.267], [-0.242, 0.417, 0.532], [0.104, -0.243, -0.149], [-0.406, 0.508, 0.155], [0.632, -0.060, 0.576], [-0.168, -0.080, 0.135], [0.452, 0.754, 0.002], [0.335, -0.103, -0.071], [1.422, -0.464, 0.113], [-0.065, -0.630, -0.195], [-1.263, 0.066, -0.382], [0.173, -1.009, 0.194], [0.341, -0.377, 1.324], [0.016, -0.602, 0.507], [-0.306, 0.070, 1.280], [0.249, 1.186, -0.154], [1.196, -0.385, 0.595], [-1.242, -1.130, -1.065], [1.104, 2.595, 0.373], [-0.206, -0.856, 0.071], [-0.671, -0.884, 0.074], [-0.303, 0.524, -0.282], [-0.024, -0.464, -1.161], [0.548, 0.309, 0.302], [-0.318, -0.704, -0.404], [1.478, 3.508, 0.339], [-1.025, 0.030, -1.110], [-1.511, 0.216, -1.535], [0.728, -0.722, 0.034], [0.641, 0.444, -0.387], [0.858, -0.675, 2.007], [0.112, -0.469, 0.501], [0.160, -0.791, 0.456], [0.413, -0.490, 0.428], [-0.407, -0.218, 1.164], [-0.232, -0.026, 0.268], [1.390, -0.026, -0.998], [-1.462, 0.221, 0.692], [-0.535, -0.108, 1.877], [1.303, 0.761, 0.803], [1.176, -0.253, -0.571], [-1.805, 0.981, -2.026], [0.359, -1.489, -0.408], [-0.432, 0.153, 1.822], [-0.246, -0.305, -0.463], [-0.483, -1.343, -0.937], [-0.383, -0.550, -0.897], [0.260, 0.110, 0.261], [-0.732, 0.161, -1.145], [1.758, 0.356, -0.191], [-0.425, -0.179, 0.451], [-0.308, -0.312, -1.474], [0.394, 0.340, -0.186], [0.590, -0.695, 1.415], [-0.326, -1.066, -0.768], [1.369, 1.425, 0.986], [-1.037, -0.959, 0.103], [0.317, -0.680, 0.204], [-0.912, 1.206, -0.062], [-0.045, 0.038, 0.497], [-0.308, 0.001, -0.291], [0.313, -0.539, -0.261], [0.545, 0.796, -1.100], [-0.214, 0.196, -0.967], [0.232, 0.059, 0.487], [-0.301, -0.485, 0.046], [-0.083, 0.390, -0.113], [0.172, 0.392, -0.012], [-0.276, 0.448, 0.024], [-0.099, 0.169, 0.005], [-0.159, 0.261, 0.385], [-0.115, -0.291, 1.124], [0.025, 0.998, 0.587], [-0.166, 0.131, -0.473], [-0.060, 0.221, 0.459], [0.043, -0.843, -0.719], [-0.280, 0.520, 0.095]], "multiplicity": 6, "homo_energy_ev": [-2.1, -2.0], "charge": -2, "e_tot_ev": -343378.4683}